Record 1
The following is a DFT calculation (the ωB97M-V functional and the def2-TZVPD basis) of 7 unconnected molecules or ions with the total composition C16H36Cl4FN4O4 in a non-equilibrium geometry.

Output
* E_tot: -3092.10271 Eh
* HOMO level: -6.85 eV
* HOMO-LUMO gap: 9.168 eV
* charge: -1
* energy relative to the best compared isomer or geometry (same formula, charge and spin): 0.00 kJ/mol
* LUMO: 0.08523 Ha

Atoms and positions in Å:
F 0.099 -0.194 -0.041
C 2.183 2.961 0.210
C 1.543 3.143 -1.135
O 1.692 4.172 -1.773
N 0.791 2.105 -1.555
C 0.128 2.121 -2.841
H 2.257 3.922 0.715
H 3.201 2.584 0.083
H 1.632 2.279 0.850
H 0.695 1.294 -0.936
H -0.729 1.463 -2.856
H 0.858 1.893 -3.626
H -0.184 3.148 -3.044
C -2.148 -1.214 -2.555
C -3.049 -1.359 -1.347
O -4.240 -1.583 -1.487
N -2.452 -1.280 -0.143
C -3.255 -1.322 1.053
H -2.268 -2.133 -3.128
H -1.096 -1.112 -2.278
H -2.463 -0.364 -3.153
H -1.472 -0.958 -0.102
H -3.566 -2.339 1.301
H -4.166 -0.737 0.896
H -2.710 -0.877 1.880
C 3.762 -0.835 0.439
C 3.680 -1.001 -1.065
O 4.653 -1.391 -1.710
N 2.477 -0.762 -1.626
C 2.217 -1.048 -3.017
H 3.854 -1.840 0.859
H 2.908 -0.339 0.898
H 4.697 -0.332 0.681
H 1.689 -0.504 -1.034
H 2.358 -2.109 -3.245
H 2.889 -0.486 -3.668
H 1.187 -0.775 -3.237
C 0.372 -3.604 -0.792
C 0.943 -3.730 0.601
O 1.276 -4.820 1.043
N 0.999 -2.590 1.325
C 1.482 -2.541 2.666
H -0.656 -3.966 -0.760
H 0.944 -4.256 -1.447
H 0.381 -2.584 -1.173
H 0.699 -1.719 0.862
H 2.125 -3.401 2.842
H 0.668 -2.538 3.390
H 2.090 -1.643 2.794
Cl -3.146 2.816 -1.816
C -2.423 2.923 -0.181
C -3.496 3.117 0.848
Cl -4.465 4.592 0.564
H -1.694 3.728 -0.180
H -1.909 1.970 -0.050
H -3.076 3.192 1.852
H -4.197 2.286 0.879
Cl -0.107 3.118 3.642
C -0.102 1.467 2.984
C -0.883 0.526 3.833
Cl -2.610 0.927 3.850
H 0.926 1.107 2.935
H -0.474 1.445 1.961
H -0.509 0.462 4.852
H -0.806 -0.475 3.415

Formally, the natural (NBO) partial charges of the atoms, in units of the elementary charge, are as follows: F -0.881; C -0.705; C 0.663; O -0.663; N -0.635; C -0.426; H 0.231; H 0.230; H 0.210; H 0.446; H 0.212; H 0.186; H 0.221; C -0.698; C 0.669; O -0.668; N -0.645; C -0.414; H 0.225; H 0.214; H 0.229; H 0.456; H 0.192; H 0.204; H 0.196; C -0.708; C 0.671; O -0.664; N -0.635; C -0.413; H 0.236; H 0.213; H 0.228; H 0.444; H 0.196; H 0.205; H 0.203; C -0.708; C 0.677; O -0.666; N -0.647; C -0.416; H 0.235; H 0.230; H 0.224; H 0.449; H 0.229; H 0.179; H 0.189; Cl -0.074; C -0.392; C -0.388; Cl -0.076; H 0.228; H 0.245; H 0.232; H 0.223; Cl -0.064; C -0.403; C -0.389; Cl -0.063; H 0.227; H 0.247; H 0.219; H 0.230


Record 2
The following is a DFT calculation (the ωB97M-V functional and the def2-TZVPD basis) of a molecular structure, C16H25N5O5Sc in a non-equilibrium geometry.

Output
* E_tot: -2034.94124 Eh
* HOMO level (alpha / beta): -10.63 / -9.72 eV
* HOMO-LUMO gap (alpha / beta): 6.480 / 5.406 eV
* charge: +1
* energy relative to the best compared isomer or geometry (same formula, charge and spin): 89.19 kJ/mol
* LUMO (alpha / beta): -0.15246 / -0.15840 Ha

Atoms and positions in Å:
O 4.368 2.497 -2.211
H 4.559 2.894 -3.067
Sc 0.109 0.132 -0.415
N -1.638 -0.351 -1.189
N 0.734 -0.323 -2.221
O -2.916 -0.331 -0.597
O 2.051 -0.374 -2.720
C -1.583 -0.754 -2.406
C -0.174 -0.798 -2.992
C -2.769 -1.211 -3.264
C 0.035 -1.362 -4.402
H -3.710 -0.777 -2.925
H -2.874 -2.295 -3.224
H -2.656 -0.914 -4.306
H 1.051 -1.725 -4.551
H -0.155 -0.597 -5.153
H -0.618 -2.211 -4.602
H -2.738 -0.026 0.305
H 2.535 0.198 -2.093
O 0.325 -2.198 0.051
H -0.499 -1.642 -0.102
H 1.074 -1.703 -0.407
C 3.087 2.846 -1.844
H 2.886 2.760 -0.786
H 2.330 2.485 -2.526
H 3.029 3.925 -1.989
O -0.834 2.277 -0.519
H -1.155 1.500 -1.075
H -0.682 1.892 0.394
C -3.028 -3.078 3.615
C -3.516 -1.807 3.300
C -2.697 -0.872 2.649
C -1.385 -1.217 2.286
C -0.909 -2.506 2.640
C -1.724 -3.429 3.286
N -0.452 -0.255 1.777
N 0.567 -0.214 2.504
C 1.632 0.594 2.160
C 2.375 1.145 3.221
C 2.881 2.431 3.084
C 2.478 3.158 1.978
C 1.729 2.516 0.986
N 1.542 1.156 0.946
H -3.655 -3.792 4.139
H -4.522 -1.535 3.589
H -3.076 0.123 2.466
H 0.118 -2.790 2.436
H -1.330 -4.402 3.552
H 2.424 0.669 4.192
H 3.409 2.920 3.894
H 2.678 4.221 1.914
H 1.288 3.150 0.225

Formally, the natural (NBO) partial charges of the atoms, in units of the elementary charge, are as follows: O -0.714; H 0.478; Sc 1.381; N -0.417; N -0.394; O -0.511; O -0.511; C 0.236; C 0.244; C -0.677; C -0.676; H 0.261; H 0.254; H 0.246; H 0.261; H 0.253; H 0.248; H 0.491; H 0.491; O -0.782; H 0.451; H 0.456; C -0.275; H 0.193; H 0.152; H 0.176; O -0.820; H 0.460; H 0.483; C -0.190; C -0.195; C -0.252; C 0.066; C -0.151; C -0.215; N -0.415; N -0.199; C 0.300; C -0.202; C -0.157; C -0.258; C 0.017; N -0.658; H 0.228; H 0.228; H 0.211; H 0.226; H 0.228; H 0.253; H 0.238; H 0.240; H 0.222


What is the energy relative to the best compared isomer or geometry (same formula, charge and spin) in the first record?
0.00 kJ/mol


Which of these has the highest E_tot?
C16H25N5O5Sc


The lowest energy relative to the best compared isomer or geometry (same formula, charge and spin) belongs to which entry?
C16H36Cl4FN4O4